An isolated ion of composition C3H2FN2O and charge +1 at a distorted geometry. Source: the Open Molecules 2025 dataset; level of theory: wB97M-V/def2-TZVPD.

Geometry (Å):
C1 -1.1164 -0.2813 0.3330
C2 0.1066 -0.2240 -1.8060
C3 1.2728 0.3039 0.7317
N1 -0.7852 -0.2965 -0.9421
N2 0.0622 0.1614 1.1117
O1 2.3859 0.4602 0.5789
F1 0.2138 0.5414 -2.8472
H1 -2.0874 -0.6161 0.7451
H2 -0.0522 -0.0489 2.0950

Cartesian forces, eV/Å:
C 2.077 0.252 -1.624
C 0.719 1.029 2.046
C -0.411 0.149 -0.355
N -1.844 0.099 -1.835
N -1.296 -1.474 1.215
O 0.218 0.001 -0.071
F -0.696 -0.948 -0.076
H 1.049 0.523 0.104
H 0.182 0.369 0.595

Results
Net charge   +1
2S+1   3
LUMO (alpha / beta)   -5.79 / -6.95 eV
HOMO energy (alpha / beta)   -12.52 / -17.48 eV
Frontier orbital gap (alpha / beta)   6.73 / 10.53 eV